ORCA calculation (ωB97M-V with the def2-TZVPD basis set) on the molecule C5H7N3 in a non-equilibrium geometry.

XYZ file:
```
15
Properties=species:S:1:pos:R:3
N 3.717 -0.569 0.131
C 2.474 -0.276 -0.024
C 1.046 -0.424 -0.055
C -0.101 0.323 -0.024
N 0.186 1.670 -0.048
C -1.470 0.028 -0.471
C -2.260 -1.165 -0.144
N -2.507 0.179 0.556
H 0.781 -1.505 0.020
H -0.575 2.627 -0.402
H 1.079 1.990 0.227
H -1.908 0.447 -1.340
H -1.987 -2.049 0.590
H -3.094 -1.623 -0.854
H -2.205 0.236 1.597
```

Relative energy (zero: lowest compared OMol25 entry of this formula, charge and spin) = 570.3 kJ/mol
Net charge = 0
DFT total energy = -358.801157 Eh
Gap between HOMO and LUMO = 8.66 eV
Lowest unoccupied orbital energy = 0.12 eV
SMILES = N#C/C=C(\N)[C@H]1CN1

Atomic partial charges in e from the Mulliken method, atoms 1 to 6:
1. N -0.49
2. C -0.10
3. C -0.33
4. C 0.51
5. N -0.49
6. C 0.09

ORCA calculation (ωB97M-V with the def2-TZVPD basis set) on the molecule C5H7N3 in a non-equilibrium geometry.

XYZ file:
```
15
Properties=species:S:1:pos:R:3
C -0.281 2.301 -0.549
N 0.993 2.285 -0.638
C 1.398 0.898 -0.619
C 0.036 0.275 -0.381
N -0.232 -1.058 -0.359
C 0.013 -1.970 0.698
C -1.368 -1.395 0.659
N -1.019 1.115 -0.430
H -0.896 3.188 -0.358
H 1.825 0.748 -1.557
H 2.205 0.688 0.077
H 0.275 -2.938 0.261
H 0.593 -1.571 1.516
H -1.303 -0.681 1.467
H -2.239 -1.884 0.211
```

Relative energy (zero: lowest compared OMol25 entry of this formula, charge and spin) = 334.3 kJ/mol
Net charge = 0
DFT total energy = -358.891033 Eh
Gap between HOMO and LUMO = 9.60 eV
Lowest unoccupied orbital energy = 0.61 eV
SMILES = C1=NCC(N2CC2)=N1

Atomic partial charges in e from the Mulliken method, atoms 1 to 6:
1. C -0.12
2. N -0.52
3. C -0.33
4. C 0.61
5. N -0.30
6. C -0.19

ORCA calculation (ωB97M-V with the def2-TZVPD basis set) on the molecule C5H7N3 in a non-equilibrium geometry.

XYZ file:
```
15
Properties=species:S:1:pos:R:3
H -2.751 0.468 0.440
N -2.327 0.678 -0.450
C -1.183 0.581 -0.715
C -0.543 0.725 -2.013
N 0.029 0.090 0.329
C 1.307 -0.296 0.234
C 1.640 -0.920 1.420
C 0.450 -0.848 2.175
N -0.498 -0.234 1.520
H 0.381 1.284 -1.781
H -0.197 -0.195 -2.359
H -1.127 1.302 -2.864
H 1.855 -0.024 -0.687
H 2.666 -1.413 1.556
H 0.298 -1.199 3.195
```

Relative energy (zero: lowest compared OMol25 entry of this formula, charge and spin) = 249.4 kJ/mol
Net charge = 0
DFT total energy = -358.923368 Eh
Gap between HOMO and LUMO = 10.20 eV
Lowest unoccupied orbital energy = 0.94 eV
SMILES = [H]/N=C(/C)n1cccn1

Atomic partial charges in e from the Mulliken method, atoms 1 to 6:
1. H 0.30
2. N -0.45
3. C 0.52
4. C -1.08
5. N 0.55
6. C 0.08

ORCA calculation (ωB97M-V with the def2-TZVPD basis set) on the molecule C5H7N3 in a non-equilibrium geometry.

XYZ file:
```
15
Properties=species:S:1:pos:R:3
C -0.650 -1.281 0.807
N 0.337 -1.556 0.094
N 0.696 -0.764 -0.971
C 1.944 0.040 -0.612
C 0.564 0.768 -0.944
C -0.424 0.768 0.288
N -1.709 1.184 0.523
C -1.447 -0.175 0.282
H -0.864 -1.712 1.801
H 2.457 -0.163 -1.692
H 2.592 0.151 0.335
H 0.142 1.359 -1.893
H 0.171 0.526 1.262
H -2.031 1.390 1.415
H -1.776 -0.535 -0.695
```

Relative energy (zero: lowest compared OMol25 entry of this formula, charge and spin) = 840.6 kJ/mol
Net charge = 0
DFT total energy = -358.698214 Eh
Gap between HOMO and LUMO = 9.69 eV
Lowest unoccupied orbital energy = 0.99 eV
SMILES = C1=NN2C[C@@H]2[C@H]2N[C@H]12

Atomic partial charges in e from the Mulliken method, atoms 1 to 6:
1. C -0.25
2. N -0.49
3. N -0.18
4. C -0.32
5. C 0.01
6. C 0.01